1.
Molecular formula: C38H45AsN2O2PRuS2
Method: DFT, ωB97M-V with the def2-TZVPD basis set

The geometry in XYZ format:
```
92
Properties=species:S:1:pos:R:3:forces:R:3:mulliken_spin:R:1
Ru 1.18853 0.55747 -1.06839 0.21 -0.10 0.49 2.51
O 4.24214 -0.22736 -2.64239 0.04 0.26 -0.08 0.03
C 3.70639 -0.98911 -1.88295 -0.09 -0.31 0.19 0.03
O 2.78248 -0.73496 -1.00336 0.03 0.10 -0.20 0.05
C 4.12276 -2.47867 -1.89678 -0.03 -0.10 0.05 0.03
P 2.83816 -3.55723 -1.20989 0.02 0.08 -0.20 0.63
C 2.88048 -3.73389 0.53241 0.01 -0.11 0.22 0.03
C 3.75530 -2.97681 1.32097 -0.05 -0.02 0.04 0.04
C 3.72350 -3.12387 2.69612 0.01 -0.01 -0.02 -0.02
C 2.84668 -4.02973 3.28121 -0.01 -0.02 0.01 0.06
C 1.99853 -4.80750 2.49838 0.01 0.04 0.02 -0.02
C 2.01617 -4.67038 1.12461 0.02 0.05 -0.01 0.05
C 1.26376 -2.95992 -1.78972 0.01 -0.05 -0.07 0.09
C 0.30765 -2.52269 -0.87396 0.00 0.13 0.08 0.04
C -0.69456 -1.65910 -1.29403 -0.11 -0.23 -0.06 0.03
C -0.77676 -1.28644 -2.63761 -0.07 -0.05 -0.01 -0.02
C 0.11749 -1.81036 -3.56499 0.04 -0.02 -0.01 0.01
C 1.14191 -2.64545 -3.14533 -0.08 0.06 -0.01 0.04
H 5.03829 -2.63293 -1.32188 0.03 0.03 -0.02 0.00
H 4.34393 -2.77295 -2.92260 0.02 -0.02 0.00 0.00
H 4.42990 -2.25899 0.87547 -0.01 0.01 -0.02 0.00
H 4.38732 -2.53356 3.31292 0.00 0.00 0.00 0.00
H 2.83286 -4.14251 4.35737 0.00 0.00 0.00 0.00
H 1.33599 -5.52446 2.96299 0.00 -0.01 0.00 0.00
H 1.37440 -5.29217 0.51104 -0.01 0.02 -0.02 0.00
H 0.38758 -2.77380 0.17468 0.05 -0.01 0.01 0.00
H -1.44031 -1.32935 -0.58122 0.03 0.12 -0.02 0.02
H -1.56410 -0.61711 -2.96047 0.01 0.00 -0.01 0.01
H 0.02658 -1.55524 -4.61184 -0.01 -0.01 0.00 0.01
H 1.85954 -3.01635 -3.86776 0.01 0.00 0.01 -0.01
S 1.29852 0.34043 1.20416 -0.17 0.01 -0.22 0.21
C -0.17856 1.09215 1.78660 0.00 0.07 -0.17 0.24
N -0.43845 1.07880 3.09877 -0.07 -0.06 0.20 0.25
C -1.60993 1.80017 3.59267 0.09 -0.05 0.04 -0.01
C -2.73511 1.68927 2.59671 0.00 0.08 -0.07 0.01
N -2.26996 2.13077 1.28109 -0.13 0.07 0.01 0.25
C -3.23179 2.87485 0.44654 0.11 -0.10 0.01 -0.02
C -4.56177 2.17272 0.38985 -0.01 -0.04 -0.01 0.00
C -4.65397 0.91925 -0.21002 -0.02 -0.04 0.00 0.00
C -5.86748 0.25308 -0.25811 0.00 0.05 0.02 0.00
C -7.00200 0.84131 0.29159 0.03 -0.01 -0.01 0.00
C -6.91666 2.09066 0.88437 0.03 0.02 0.00 0.00
C -5.69588 2.75415 0.93686 -0.06 -0.01 -0.01 0.00
C -1.05869 1.71972 0.87865 0.09 -0.07 -0.03 0.22
S -0.58514 1.94956 -0.81387 0.19 -0.17 0.02 0.10
C 0.30728 0.28272 4.08193 0.00 0.07 -0.08 0.00
C -0.42907 -0.98961 4.42871 -0.03 -0.02 -0.01 0.01
C -0.76464 -1.27004 5.74623 0.01 -0.02 0.03 0.00
C -1.44732 -2.43813 6.06620 0.00 0.01 -0.03 0.00
C -1.80913 -3.32582 5.06518 0.00 0.02 -0.01 0.00
C -1.48026 -3.04852 3.74237 0.02 0.00 0.01 0.00
C -0.78946 -1.88944 3.42670 -0.01 -0.01 0.01 -0.01
H -1.33886 2.84438 3.77063 -0.01 0.01 0.00 0.01
H -1.91229 1.35333 4.53874 0.01 0.00 0.00 0.00
H -3.57657 2.31037 2.89697 0.01 0.01 -0.02 0.00
H -3.08768 0.65655 2.52432 -0.02 -0.01 0.01 0.00
H -2.81019 2.96997 -0.55020 0.02 0.05 0.00 0.01
H -3.33526 3.87826 0.86371 -0.03 0.00 0.04 0.01
H -3.76809 0.46847 -0.64871 0.00 0.01 0.00 0.01
H -5.93721 -0.71725 -0.73163 0.00 0.00 0.00 0.00
H -7.95177 0.32546 0.25224 0.00 0.00 -0.01 0.00
H -7.79898 2.55299 1.30565 0.00 0.00 0.00 0.00
H -5.63270 3.73379 1.39696 0.00 0.00 0.00 0.00
H 0.43847 0.89958 4.97118 0.00 0.01 0.01 0.00
H 1.29725 0.07524 3.68046 0.00 0.00 0.00 0.00
H -0.48868 -0.57616 6.53214 0.00 0.00 0.00 0.00
H -1.70295 -2.64713 7.09613 0.00 0.00 0.00 0.00
H -2.35291 -4.22772 5.31235 0.01 0.00 -0.01 0.00
H -1.76736 -3.73964 2.95934 0.00 0.00 0.01 0.00
H -0.52560 -1.67834 2.39477 -0.01 0.01 0.00 0.01
C 2.61512 3.91982 -0.94949 -0.04 0.01 0.01 0.01
C 3.02724 3.39160 -2.31641 0.10 -0.03 0.01 -0.02
As 1.91213 1.97450 -3.04293 -0.22 0.32 0.13 0.03
C 0.37008 2.93392 -3.74777 -0.08 0.08 -0.06 0.02
C 0.62246 3.71254 -5.03362 -0.01 0.01 0.00 0.00
C 2.92702 1.50785 -4.62260 0.03 -0.15 -0.07 0.01
C 2.37431 0.34490 -5.42879 0.00 -0.01 -0.02 0.01
H 3.29422 4.71564 -0.64396 -0.02 0.01 0.00 0.00
H 2.65645 3.14512 -0.17999 0.01 -0.03 -0.02 0.00
H 1.60388 4.32970 -0.95504 0.00 -0.01 -0.01 0.00
H 4.03533 2.97440 -2.29271 0.01 0.03 0.01 0.00
H 3.01628 4.18528 -3.06584 0.04 0.01 0.00 0.00
H 0.06378 3.60640 -2.94469 -0.03 0.01 -0.02 0.01
H -0.43814 2.21077 -3.87325 -0.01 0.01 -0.03 0.00
H 1.45194 4.41405 -4.93255 0.00 -0.01 0.01 0.00
H -0.26124 4.29555 -5.29199 0.00 0.00 0.00 0.00
H 0.83627 3.05563 -5.87607 0.00 -0.01 0.00 0.00
H 3.93792 1.31259 -4.27869 0.01 0.00 -0.04 0.00
H 2.92707 2.43329 -5.19913 0.05 -0.01 -0.05 0.00
H 2.40322 -0.57751 -4.84749 0.01 0.01 0.00 0.00
H 2.97668 0.18976 -6.32374 0.00 0.01 0.00 0.00
H 1.34631 0.51941 -5.75448 -0.01 0.00 0.02 0.00
```
Positions in Å, forces in eV/Å.

Properties
- gap between HOMO and LUMO (alpha / beta) (eV) = 6.9 / 5.6
- 2S+1 = 6
- F_max (eV/A) = 0.54
- HOMO level (alpha / beta) (eV) = -12.1 / -13.6
- charge = +2

***

2.
Molecular formula: C3H5N2OP
Method: DFT, ωB97M-V with the def2-TZVPD basis set

The geometry in XYZ format:
```
12
Properties=species:S:1:pos:R:3:forces:R:3:mulliken_spin:R:1
C -0.17556 1.47714 -0.84154 0.02 3.61 0.73 0.75
C 0.79882 0.74809 1.21654 -0.07 -3.03 -3.51 0.00
C 0.09776 -0.91631 -0.43743 0.67 -0.29 -1.57 0.00
N 0.77536 2.08821 1.36036 3.11 -0.55 4.53 0.09
N 0.26839 0.46886 -0.10381 0.07 -1.21 2.73 0.14
O 1.30408 -0.16183 1.85300 -0.43 1.62 0.47 0.13
P 0.06703 3.19443 0.44584 -2.07 -0.11 -4.14 0.87
H -0.73087 1.32988 -1.74248 -0.27 0.09 -0.15 0.01
H -0.70597 -1.12337 -1.16107 -0.19 0.26 0.87 0.00
H 0.97295 -1.25779 -0.95049 0.88 0.01 -0.87 0.00
H 0.20100 -1.54770 0.40767 -0.98 -0.34 1.13 0.00
H 1.45965 2.38120 2.07292 -0.74 -0.07 -0.24 -0.01
```
Positions in Å, forces in eV/Å.

Properties
- gap between HOMO and LUMO (alpha / beta) (eV) = 6.6 / 9.1
- 2S+1 = 3
- F_max (eV/A) = 5.53
- HOMO level (alpha / beta) (eV) = -5.8 / -10.2
- energy relative to the best compared isomer or geometry (same formula, charge and spin) (kcal per mole) = 15.78
- charge = 0

***

3.
Molecular formula: BaClH16O12
Method: DFT, ωB97M-V with the def2-TZVPD basis set

The geometry in XYZ format:
```
30
Properties=species:S:1:pos:R:3:forces:R:3:lowdin_charge:R:1
Ba 0.38570 0.80597 -0.29740 -1.26 -1.17 0.68 2.12
Cl -1.04130 -2.90303 0.57860 -1.16 -3.42 0.32 0.82
O -2.32730 -2.32603 1.15360 2.69 -1.15 -1.03 -0.36
O -1.36730 -3.69703 -0.68140 0.91 2.48 2.87 -0.35
O -0.15430 -1.76003 0.25260 -0.12 -0.62 0.01 -0.60
O -0.30230 -3.82803 1.54660 -2.09 2.92 -2.30 -0.34
O -1.21230 2.78397 -1.46840 0.79 0.03 -0.50 -0.17
H -0.74330 3.63597 -1.52540 -0.53 -0.26 -0.17 0.06
H -1.30930 2.45997 -2.38440 -0.26 0.35 0.40 0.06
O -0.56930 2.78997 1.59860 0.08 -0.97 0.36 -0.13
H -0.34230 3.68597 1.80360 0.15 0.97 0.15 0.05
H -0.83730 2.41197 2.45460 -0.10 0.22 -0.57 0.06
O 0.37170 0.07097 2.54460 0.36 -1.35 -1.53 -0.12
H 1.17870 -0.49103 2.57660 -0.89 0.71 0.39 0.06
H 0.43370 0.81097 3.11460 0.69 0.74 1.22 0.02
O 2.46770 -0.84403 0.59260 -0.07 1.74 -0.46 -0.14
H 3.14370 -0.31803 1.02460 0.47 -0.11 -0.02 0.07
H 2.50470 -1.69303 0.98160 -0.07 -1.70 0.59 0.05
O -2.18330 0.46797 1.00360 0.55 1.58 -0.69 -0.11
H -2.36330 0.53797 1.92460 -0.07 0.68 1.36 0.05
H -2.48330 -0.41303 0.91360 -0.31 -2.35 -0.70 -0.02
O 2.95870 1.09897 -1.70940 -0.27 1.28 0.65 -0.14
H 2.31670 1.22197 -2.42640 0.66 0.23 -0.17 0.02
H 3.28770 2.00097 -1.44940 -0.29 -1.18 -0.77 0.09
O 1.02670 -1.29103 -2.29240 0.10 1.87 -1.12 -0.10
H 1.83470 -1.16603 -2.81840 -0.34 -0.49 0.30 0.07
H 1.15670 -2.02603 -1.72140 0.19 -1.21 0.84 0.02
O -1.77530 -0.32603 -1.78440 -0.10 1.03 0.35 -0.13
H -2.56630 -0.57903 -1.29540 -0.07 0.07 -0.03 0.06
H -1.48930 -1.12203 -2.21040 0.37 -0.93 -0.46 0.03
```
Positions in Å, forces in eV/Å.

Properties
- gap between HOMO and LUMO (eV) = 8.5
- F_max (eV/A) = 4.26
- HOMO level (eV) = -12.5
- energy relative to the best compared isomer or geometry (same formula, charge and spin) (kcal per mole) = 11.10
- charge = +1

***

4.
Molecular formula: C5H15NO2
Method: DFT, ωB97M-V with the def2-TZVPD basis set

The geometry in XYZ format:
```
23
Properties=species:S:1:pos:R:3:forces:R:3:lowdin_charge:R:1
C 1.78529 0.92410 -0.74735 -0.18 0.95 2.03 -0.10
C 0.90591 1.33466 0.26189 3.13 0.38 -1.16 -0.31
C 0.46218 2.76902 0.34095 -0.62 -0.42 -0.18 -0.11
H 2.46901 0.10771 -0.54585 -0.13 -0.16 -0.13 0.01
H 2.12818 1.66508 -1.45944 -0.28 -0.12 -0.31 0.03
H 0.98631 0.86499 1.23972 -0.49 -0.43 -0.25 0.10
H -0.55761 2.83157 0.72192 -0.06 0.16 0.08 0.06
H 1.11111 3.31708 1.02380 0.05 0.00 -0.02 0.08
H 0.48480 3.24064 -0.64068 0.08 0.06 -0.01 0.07
C 0.81337 -2.85600 0.05705 -0.10 -0.25 0.04 -0.09
O -0.18472 -2.37595 0.93778 -0.22 0.12 0.35 -0.24
O -1.11117 -3.43648 1.22751 0.17 -0.03 -0.23 -0.03
H 1.44883 -3.59854 0.54800 -0.02 0.06 -0.04 0.09
H 0.36689 -3.28143 -0.84468 0.01 0.02 0.04 0.09
H 1.38457 -1.96319 -0.19940 0.03 -0.06 -0.01 0.07
H -1.02552 -3.52872 2.18786 0.15 0.11 -0.10 0.10
C -2.13656 0.89915 -0.62872 0.11 -0.36 -0.29 -0.15
N -0.82026 0.31916 -0.37993 0.18 -0.67 -1.23 -0.07
H -2.82876 0.18475 -1.08752 -0.11 0.18 -0.03 0.07
H -2.56950 1.24060 0.31233 0.04 -0.04 0.02 0.07
H -2.02824 1.76330 -1.28263 -0.05 0.01 -0.04 0.07
H -0.88339 -0.52082 0.19187 0.00 -0.01 -0.17 0.06
H -0.20074 0.09932 -1.23448 -1.70 0.50 1.64 0.11
```
Positions in Å, forces in eV/Å.

Properties
- gap between HOMO and LUMO (eV) = 7.9
- F_max (eV/A) = 3.36
- HOMO level (eV) = -7.2
- energy relative to the best compared isomer or geometry (same formula, charge and spin) (kcal per mole) = 138.57
- charge = 0

***

5.
Molecular formula: CH4N3O2
Method: DFT, ωB97M-V with the def2-TZVPD basis set

The geometry in XYZ format:
```
10
Properties=species:S:1:pos:R:3:forces:R:3:lowdin_charge:R:1
C -0.07513 -1.05197 -0.07097 0.13 1.26 -1.95 -0.17
N -0.49312 -1.96472 -0.75408 0.24 0.04 0.26 0.02
N -0.11254 0.36718 -1.43082 0.51 -0.13 1.95 0.11
N 0.57951 -0.69589 0.99656 0.24 0.10 0.89 0.19
O -1.22577 -2.56100 -1.45270 -0.58 -0.50 -0.34 0.20
O -1.31575 0.85934 -1.55764 -0.37 -0.31 -0.53 0.06
H 0.11632 -0.14397 -2.29351 -0.50 -0.13 0.02 0.14
H 0.46656 -1.20457 1.86388 -0.01 0.07 -0.05 0.15
H 1.24343 0.06728 0.97056 -0.11 -0.11 -0.14 0.14
H -1.50122 1.51751 -0.85286 0.43 -0.30 -0.10 0.17
```
Positions in Å, forces in eV/Å.

Properties
- gap between HOMO and LUMO (alpha / beta) (eV) = 7.9 / 7.5
- F_max (eV/A) = 2.33
- HOMO level (alpha / beta) (eV) = -14.8 / -14.6
- energy relative to the best compared isomer or geometry (same formula, charge and spin) (kcal per mole) = 89.81
- charge = +1